[1]
Entry from the Open Molecules 2025 dataset: a gas-phase ion, CH6N3 (charge +1) (ωB97M-V/def2-TZVPD).

Calculated values
**SMILES**: [NH3+]N1CN1
**Total charge**: +1
**Multiplicity**: 1
**ΔE to the lowest compared entry with this formula, charge and spin**: 125.40 kcal per mole

Element x y z (Å)
C  0.6018  0.7913  0.9739
N  1.1675  0.1594  -0.1875
N  -0.3015  0.3982  -0.3821
N  -0.9516  -0.9646  -0.5728
H  0.3322  0.2877  1.8667
H  0.7205  1.9097  0.9238
H  1.6057  0.9263  -0.8482
H  -0.1418  -1.5530  -0.4349
H  -1.4749  -0.8227  -1.4952
H  -1.5579  -1.1324  0.1563

---

[2]
Entry from the Open Molecules 2025 dataset: 2 unconnected molecules or ions with the total composition CH6N3 (ωB97M-V/def2-TZVPD).

Calculated values
**Total charge**: +1
**Multiplicity**: 1
**ΔE to the lowest compared entry with this formula, charge and spin**: 75.59 kcal per mole

Element x y z (Å)
C  -2.7473  -0.1941  -0.2222
N  1.1056  -0.7662  -0.2038
N  -1.6450  0.1579  -0.1670
N  1.0805  0.6815  0.2046
H  -3.7271  -0.5300  -0.1565
H  1.9523  -1.0152  -0.7518
H  1.2225  -1.4805  0.5520
H  0.0218  0.9523  0.3355
H  1.5939  0.9511  1.0189
H  1.1430  1.2432  -0.6097

---

Number 1: molecular weight 60.1 g mol⁻¹. Number 2: molecular weight 60.1 g mol⁻¹.